Model w:
A 2-piece molecular cluster, CH3IO3S overall. Source: the Open Molecules 2025 dataset; level of theory: wB97M-V/def2-TZVPD.

CARTESIAN COORDINATES (ANGSTROEM)
C 1.017 0.712 -0.318
O -0.720 -1.905 -0.879
O -2.604 -0.347 -0.659
O -0.363 0.559 -0.609
S -1.288 -0.711 -0.329
I -0.298 -0.548 3.291
H 1.515 1.770 -0.475
H 1.605 0.028 -0.846
H 1.136 0.443 0.823

The value obtained for the frontier orbital gap (alpha / beta) is 8.046 / 6.630 eV. The value obtained for the LUMO energy (alpha / beta) is -2.459 / -3.486 eV. For the HOMO energy (alpha / beta), the calculation gives -0.3860 / -0.3718 Eh.

***

Model x:
CH3IO3S as an isolated structure. Source: the Open Molecules 2025 dataset; level of theory: wB97M-V/def2-TZVPD.

CARTESIAN COORDINATES (ANGSTROEM)
C 1.299 0.354 -0.054
O -2.022 -0.488 -0.744
O 0.519 -0.732 -0.585
O -0.788 -0.940 1.402
S -0.804 -1.338 -0.005
I -2.724 1.064 0.070
H 2.093 0.339 -0.878
H 1.743 0.402 0.929
H 0.685 1.340 -0.136

The value obtained for the frontier orbital gap is 9.151 eV. The value obtained for the LUMO energy is -0.525 eV. For the HOMO energy, the calculation gives -0.3556 Eh.

***

Pick model x: it beats the second-best structure by 0.0323 hartree.

***

Model w:
One molecule with the formula C7H17N. Source: the Open Molecules 2025 dataset; level of theory: wB97M-V/def2-TZVPD.

CARTESIAN COORDINATES (ANGSTROEM)
C 1.062 -0.634 -3.446
C 1.646 -0.387 -2.103
C 0.526 0.209 -1.187
N 0.711 0.563 0.250
C -0.385 0.003 1.030
C 0.060 -1.343 1.734
C -1.026 1.175 1.800
C -2.405 0.687 2.149
H 1.302 -1.548 -3.907
H 0.040 -0.197 -3.661
H 1.494 0.165 -4.185
H 2.177 -1.333 -1.610
H 2.431 0.238 -2.118
H -0.380 -0.325 -1.219
H 0.248 1.084 -1.740
H 1.539 0.107 0.567
H -1.088 -0.316 0.226
H 0.381 -1.354 2.780
H 0.876 -1.838 1.008
H -0.828 -2.084 1.729
H -1.124 1.944 1.009
H -0.455 1.496 2.754
H -2.987 1.435 2.881
H -2.332 -0.385 2.507
H -3.135 0.702 1.360

The value obtained for the frontier orbital gap is 9.780 eV. The value obtained for the LUMO energy is 1.080 eV. Its SMILES is CCCN[C@@H](C)CC. For the HOMO energy, the calculation gives -0.3197 Eh.

***

Model x:
A 2-piece molecular cluster, C7H17N overall. Source: the Open Molecules 2025 dataset; level of theory: wB97M-V/def2-TZVPD.

CARTESIAN COORDINATES (ANGSTROEM)
C -1.337 -1.454 1.588
C -0.817 -0.008 1.433
C 0.478 0.201 2.219
C -0.596 0.480 -0.013
N 0.269 1.346 -0.436
C 0.854 0.388 -1.509
C 1.928 -0.665 -0.998
C 0.061 -0.458 -2.583
H -1.373 -1.548 2.689
H -2.371 -1.534 1.281
H -0.506 -2.043 1.208
H -1.631 0.683 1.703
H 0.615 1.275 2.290
H 0.501 -0.106 3.266
H 1.260 -0.340 1.685
H -1.545 0.448 -0.587
H 1.410 1.159 -2.044
H 2.353 -0.892 -1.989
H 1.403 -1.483 -0.496
H 2.812 -0.236 -0.517
H -0.919 -0.056 -2.865
H 0.712 -0.397 -3.454
H -0.124 -1.452 -2.179
H -1.883 3.080 0.361
H -1.556 3.610 -0.053

The value obtained for the frontier orbital gap is 8.252 eV. The value obtained for the LUMO energy is 0.502 eV. Its SMILES is CC(C)/C=N/C(C)C.[H][H]. For the HOMO energy, the calculation gives -0.2848 Eh.

***

Pick model w: it beats the second-best structure by 0.0812 hartree.

***

Model w:
An isolated ion of composition CH7N4O and charge +1. Source: the Open Molecules 2025 dataset; level of theory: wB97M-V/def2-TZVPD.

CARTESIAN COORDINATES (ANGSTROEM)
N -0.667 -0.637 -1.628
C -0.293 -0.083 -0.521
N -1.292 0.350 0.455
N -0.856 0.641 1.745
N 1.067 0.164 -0.260
O 1.754 -0.802 -1.093
H -1.673 -0.740 -2.045
H 0.159 -0.764 -2.139
H 0.214 0.499 1.938
H -1.440 0.131 2.420
H -0.887 1.632 1.908
H 1.342 0.032 0.695
H 2.573 -0.426 -1.473

The value obtained for the frontier orbital gap is 9.890 eV. The value obtained for the LUMO energy is -3.757 eV. The total charge is +1. Its SMILES is N/C(=N/[NH3+])NO. For the HOMO energy, the calculation gives -0.5015 Eh.

***

Model x:
An isolated ion of composition CH7N4O and charge +1. Source: the Open Molecules 2025 dataset; level of theory: wB97M-V/def2-TZVPD.

CARTESIAN COORDINATES (ANGSTROEM)
N 1.461 0.549 0.657
N 0.292 0.486 -0.163
C -0.391 -0.924 0.329
N -1.753 -0.733 0.143
O -1.914 0.606 0.494
N -0.952 1.368 -0.247
H 1.290 0.819 1.619
H 2.180 1.140 0.274
H 0.458 0.201 -1.123
H 0.237 -1.854 -0.108
H -0.159 -0.892 1.522
H -2.262 -1.056 -0.586
H -1.452 1.464 -1.177

The value obtained for the frontier orbital gap is 11.610 eV. The value obtained for the LUMO energy is -3.574 eV. The total charge is +1. Its SMILES is N[N@H+]1CNON1. For the HOMO energy, the calculation gives -0.5580 Eh.

***

Pick model w: it beats the second-best structure by 0.1175 hartree.